Version w
C6H14N2O2 | wB97M-V/def2-TZVPD

Results
Structure (SMILES): CNC(C)=O.CNC(C)=O
Spin multiplicity: 1
Orbital gap (eV): 9.7
Lowest unoccupied orbital energy (Eh): 0.0213

Geometry as XYZ:
```
24
C6H14N2O2 wB97M-V/def2-TZVPD
O -0.759 0.380 0.806
O -0.041 -0.266 -3.903
N 0.852 0.717 2.316
N -0.652 -0.932 -1.820
C -1.267 -0.167 3.065
C -0.379 0.186 1.955
C 1.571 1.548 1.355
C -1.993 -0.369 -1.832
C 1.715 -0.886 -2.348
C 0.294 -0.615 -2.798
H -2.595 -1.201 -2.259
H -0.960 0.302 4.002
H -2.283 0.215 2.900
H 1.059 2.517 1.317
H 2.648 1.637 1.420
H 2.224 -1.464 -3.129
H -1.341 -1.218 3.368
H -2.354 -0.169 -0.808
H 1.425 0.310 3.039
H 2.244 0.052 -2.210
H 1.764 -1.556 -1.481
H -0.294 -0.748 -0.864
H 1.287 1.202 0.346
H -2.166 0.524 -2.437
```

Version x
C6H14N2O2 | wB97M-V/def2-TZVPD

Results
Structure (SMILES): CNC(C)=O.CNC(C)=O
Spin multiplicity: 1
Orbital gap (eV): 10.1
Lowest unoccupied orbital energy (Eh): 0.0214

Geometry as XYZ:
```
24
C6H14N2O2 wB97M-V/def2-TZVPD
O -2.986 0.709 -2.086
O 0.767 -0.871 1.925
N -1.622 1.270 -0.357
N 2.287 -1.271 0.353
C 1.600 -2.447 -0.137
C 2.088 1.039 1.380
C 1.624 -0.361 1.222
C -2.591 -0.946 -0.379
C -2.420 0.418 -1.050
C -1.188 2.517 -1.020
H 2.232 -3.046 -0.810
H -1.899 2.888 -1.729
H -2.455 -0.863 0.698
H -3.496 -1.425 -0.729
H -0.225 2.396 -1.577
H 1.407 -3.131 0.713
H -0.950 3.217 -0.215
H -0.848 0.863 0.146
H 3.255 -1.424 0.603
H -1.764 -1.609 -0.737
H 3.092 1.016 1.776
H 0.634 -2.163 -0.601
H 2.043 1.695 0.502
H 1.416 1.530 2.109
```

version w is the most stable structure; the next one sits 0.0033 hartree above it.

Version w
C6H14N2O2 | wB97M-V/def2-TZVPD

Results
Structure (SMILES): CNC(C)=O.CNC(C)=O
Spin multiplicity: 1
Orbital gap (eV): 10.1
Lowest unoccupied orbital energy (Eh): 0.0292

Geometry as XYZ:
```
24
C6H14N2O2 wB97M-V/def2-TZVPD
O 0.783 -0.893 0.124
O -1.133 2.099 -0.739
N 0.280 0.840 -1.999
N -0.344 -0.974 2.080
C -0.004 1.817 -1.081
C -0.583 -2.798 0.467
C -0.059 -1.429 0.831
C 1.261 2.458 -0.507
C 0.280 0.258 2.526
C -0.786 -0.015 -2.483
H -0.395 -0.951 -2.862
H -1.059 -2.864 -0.506
H 1.553 1.969 0.418
H 1.280 0.346 2.151
H 1.001 3.500 -0.342
H -1.322 -3.145 1.186
H 1.079 0.272 -1.757
H 0.244 0.340 3.586
H 2.049 2.300 -1.221
H -1.266 -1.067 2.480
H -1.350 0.481 -3.277
H 0.276 -3.455 0.532
H -1.545 -0.216 -1.721
H -0.240 1.128 2.115
```

Version x
C6H14N2O2 | wB97M-V/def2-TZVPD

Results
Structure (SMILES): CC[C@](N)(O)N(C)C(C)=O
Spin multiplicity: 1
Orbital gap (eV): 10.0
Lowest unoccupied orbital energy (Eh): 0.0282

Geometry as XYZ:
```
24
C6H14N2O2 wB97M-V/def2-TZVPD
O 1.894 -0.315 1.062
O -1.578 2.449 -0.105
N 1.213 -0.481 -1.111
N 0.144 1.082 0.379
C -0.633 1.319 -1.961
C 0.039 1.550 1.760
C -0.750 1.649 -0.496
C 0.753 -0.257 0.237
C -0.291 -1.300 0.772
C -0.666 -2.447 -0.156
H -1.199 -0.762 1.039
H 0.398 1.367 -2.290
H -1.241 2.038 -2.505
H 2.161 0.595 1.326
H -1.182 -2.090 -1.045
H 0.061 0.719 2.461
H 0.736 -1.242 -1.572
H 0.135 -1.716 1.683
H 0.208 -3.024 -0.450
H -1.015 0.321 -2.157
H 0.851 2.245 1.989
H -1.341 -3.116 0.372
H 2.207 -0.670 -1.093
H -0.904 2.087 1.862
```

Version y
C6H14N2O2 | wB97M-V/def2-TZVPD

Results
Structure (SMILES): CNC(C)=O.CNC(C)=O
Spin multiplicity: 1
Orbital gap (eV): 10.1
Lowest unoccupied orbital energy (Eh): 0.0231

Geometry as XYZ:
```
24
C6H14N2O2 wB97M-V/def2-TZVPD
O 1.620 -0.761 -1.340
O -0.488 1.425 3.099
N 0.322 1.576 1.001
N -0.598 -1.022 -1.866
C 0.509 -2.783 -0.605
C 0.615 -1.434 -1.323
C -0.659 0.337 -2.390
C -0.133 0.867 2.069
C -0.432 -0.603 1.845
C 0.522 3.013 1.085
H -0.096 3.386 1.901
H 0.334 -1.368 1.799
H 0.926 -2.876 0.385
H 0.311 3.427 0.110
H -1.016 -0.718 0.934
H -0.391 0.453 -3.448
H -1.426 -1.316 -1.393
H 1.501 3.244 1.526
H -0.005 1.045 -1.887
H -0.474 -3.205 -0.781
H -0.983 -0.797 2.768
H -1.735 0.524 -2.468
H 0.626 0.991 0.237
H 1.149 -3.404 -1.258
```

version w is the most stable structure; the next one sits 0.0202 hartree above it.

Version w
C2H33O15 | wB97M-V/def2-TZVPD

Results
Spin multiplicity: 1
Total charge: -1
Orbital gap (eV): 7.6
Lowest unoccupied orbital energy (Eh): 0.0625

Geometry as XYZ:
```
50
C2H33O15 wB97M-V/def2-TZVPD
O -0.687 0.188 0.934
O -0.461 -3.764 0.280
O 2.840 0.113 -1.134
O -3.099 -0.359 1.890
O -1.603 2.699 1.205
O 0.614 -1.606 -3.056
O 1.488 1.227 -3.320
O 1.624 1.277 1.110
O 0.089 -1.720 2.401
O 1.751 3.773 -0.333
O 2.587 -1.459 1.484
O -0.332 0.768 3.603
O 2.321 -2.330 -1.146
O -4.068 -2.923 1.109
O -0.875 4.046 -0.948
C -0.846 -0.491 -0.241
C -1.139 0.631 -1.302
H 2.926 -2.996 -1.497
H -0.793 0.714 2.779
H -1.343 0.275 -2.310
H 2.099 0.826 0.419
H -3.478 0.512 2.110
H 2.697 -0.858 -1.100
H 0.433 -3.972 0.245
H 0.875 3.876 -0.701
H -3.515 -3.445 1.688
H -2.270 -0.126 1.451
H 0.076 -1.117 -0.388
H -0.455 1.502 -1.342
H 1.747 0.836 -4.170
H 0.239 -1.201 3.185
H 0.680 -0.650 -2.970
H 1.699 -2.108 -1.834
H 1.849 2.116 -3.462
H -1.214 1.845 1.088
H -0.545 -2.827 0.349
H 1.087 -1.924 -3.830
H -0.266 -1.150 1.737
H -1.634 -1.168 -0.112
H -2.107 1.130 -1.071
H 2.564 -1.621 0.567
H -0.922 0.346 4.195
H -1.060 3.609 -1.728
H 2.267 0.271 -1.880
H 0.717 0.966 1.077
H -1.088 3.436 -0.289
H 1.752 -1.626 1.834
H 1.547 3.273 0.476
H -3.833 -1.993 1.267
H -0.932 3.177 1.681
```

Version x
C2H33O15 | wB97M-V/def2-TZVPD

Results
Spin multiplicity: 1
Total charge: -1
Orbital gap (eV): 7.7
Lowest unoccupied orbital energy (Eh): 0.0749

Geometry as XYZ:
```
50
C2H33O15 wB97M-V/def2-TZVPD
O -14.083 -23.543 7.649
O -16.050 -27.715 3.590
O -16.804 -25.179 3.181
O -16.047 -21.393 5.733
O -12.973 -26.204 6.427
O -18.549 -22.916 4.414
O -14.736 -28.749 5.782
O -19.734 -25.291 2.831
O -20.719 -24.488 5.260
O -17.310 -22.904 8.294
O -14.779 -27.195 8.266
O -14.286 -23.883 4.200
O -16.492 -23.934 5.868
O -13.788 -26.379 3.752
O -16.898 -25.905 9.645
C -17.737 -26.064 6.096
C -16.455 -25.287 6.372
H -15.497 -26.607 8.532
H -14.205 -26.642 7.776
H -12.119 -26.630 6.455
H -13.990 -29.292 5.842
H -15.186 -27.330 3.517
H -16.636 -26.056 10.526
H -18.792 -25.241 2.817
H -16.856 -26.123 3.349
H -16.875 -24.955 4.095
H -16.362 -22.298 5.800
H -17.688 -23.269 4.712
H -18.499 -25.418 5.656
H -12.623 -25.268 6.426
H -15.610 -25.816 6.004
H -13.651 -26.356 4.749
H -16.412 -21.115 4.878
H -14.882 -23.542 7.123
H -17.627 -26.805 5.339
H -20.720 -24.141 6.153
H -14.786 -28.376 6.643
H -17.662 -23.530 8.908
H -13.643 -22.736 7.342
H -14.890 -23.924 4.927
H -20.010 -25.556 3.722
H -12.939 -26.590 3.303
H -17.834 -25.850 9.760
H -16.070 -27.971 4.512
H -14.184 -24.796 3.970
H -20.020 -23.967 4.822
H -16.945 -23.428 7.521
H -16.314 -25.151 7.460
H -18.190 -26.576 6.890
H -18.479 -22.433 3.608
```

version x is the most stable structure; the next one sits 0.0157 hartree above it.